(1)
This record from OMol25 describes 2 unconnected molecules or ions with the total composition C4H6N2O. The level of theory is ωB97M-V/def2-TZVPD.

The spin multiplicity is 1. The HOMO-LUMO gap (alpha / beta) comes out at 6.61 / 7.20 eV. The calculation puts the LUMO energy (alpha / beta) at -1.59 / -1.17 eV. The maximum force comes out at 0.3 eV/A.

Each line ends with the Löwdin charge.
Element x y z (Å)
O 0.553 -1.309 -0.233  0.049
N 0.008 0.993 -0.081  0.055
N -2.074 0.891 -1.019  0.042
C -1.553 -0.337 -1.075  -0.102
C -1.111 1.632 -0.406  -0.245
C 1.723 -1.138 0.209  0.038
C -0.285 -0.262 -0.494  -0.390
H 0.660 0.362 1.801  0.062
H 1.013 -0.158 2.216  0.073
H 2.153 -0.142 0.213  0.098
H -2.059 -1.182 -1.525  0.106
H 2.233 -2.030 0.556  0.112
H -1.261 2.679 -0.163  0.101



(2)
This record from OMol25 describes 2 unconnected molecules or ions with the total composition C4H6N2O. The level of theory is ωB97M-V/def2-TZVPD.

The spin multiplicity is 1. The HOMO-LUMO gap comes out at 8.85 eV. As for the SMILES: [H]/N=C/C=C\O.C#N. The calculation puts the LUMO energy at 0.59 eV. The maximum force comes out at 4.7 eV/A.

Each line ends with the Löwdin charge.
Element x y z (Å)
O 0.948 -1.620 0.954  -0.039
N 0.160 2.163 -0.921  0.071
N -1.595 -1.159 0.811  0.118
C 1.566 -1.001 -0.053  -0.205
C -2.635 -0.797 0.531  0.052
C 1.286 0.188 -0.655  -0.107
C 0.230 1.091 -0.241  -0.261
H -0.340 2.934 -0.598  0.006
H -0.011 -1.338 1.134  0.023
H 1.939 0.602 -1.299  0.053
H -3.506 -0.293 0.261  0.070
H 2.595 -1.506 -0.283  0.147
H -0.637 0.737 0.358  0.072